Here is the molecule C22H23N5O3S at a distorted geometry from OMol25. Energies are from ωB97M-V/def2-TZVPD.

Positions of all 54 atoms, in Å:
C: 4.371 2.711 -1.411
C: 2.877 2.634 -1.958
C: 2.382 3.611 -2.921
C: 1.216 3.646 -3.400
C: 0.340 2.742 -2.956
C: 0.907 1.623 -2.207
C: -0.091 0.500 -1.994
C: 0.238 -0.332 -0.843
C: -0.506 -1.529 -0.555
N: -0.859 -1.309 1.018
C: -1.581 -2.247 1.604
C: -2.882 -2.699 1.113
C: -3.452 -3.716 1.909
C: -4.391 -4.619 1.076
C: -3.218 -4.922 -0.064
O: -2.998 -3.320 -0.158
S: -1.477 0.219 1.217
O: -2.459 0.716 -0.003
O: -2.156 0.103 2.386
C: -0.132 1.348 1.405
C: 0.170 2.417 0.609
C: 1.159 3.179 0.826
C: 2.297 2.688 1.703
C: 1.809 1.722 2.312
C: 0.813 0.743 2.261
C: 1.557 -0.263 -0.537
N: 2.228 -1.172 0.380
N: 3.434 -0.619 0.274
N: 3.559 0.580 -0.300
N: 2.367 0.764 -0.862
C: 2.314 1.634 -1.630
H: 4.796 3.722 -1.776
H: 4.723 1.874 -1.694
H: 4.336 2.696 -0.242
H: 3.128 4.542 -3.164
H: 1.056 4.487 -4.231
H: -0.693 2.629 -3.647
H: -1.145 0.659 -2.304
H: -0.168 -2.543 -0.516
H: -1.595 -1.583 -0.965
H: -0.877 -3.268 1.472
H: -1.570 -1.995 2.731
H: -3.525 -1.864 0.695
H: -4.266 -3.005 2.682
H: -2.886 -4.126 2.801
H: -4.502 -5.577 1.432
H: -5.259 -4.347 0.834
H: -3.827 -4.913 -1.047
H: -2.688 -5.523 0.356
H: -0.859 2.795 0.002
H: 1.290 4.104 0.469
H: 3.178 3.351 1.937
H: 2.714 1.192 2.956
H: 0.803 -0.143 2.924

Calculated values
* 2S+1: 1
* gap between HOMO and LUMO: 7.458 eV
* SMILES: Cc1cccc2cc(CN(C[C@@H]3CCCO3)S(=O)(=O)c3ccccc3)c3nnnn3c12
* HOMO: -0.3131 Eh

Here is a structure of composition C22H23N6OPtS from OMol25. Energies are from ωB97M-V/def2-TZVPD.

Positions of all 54 atoms, in Å:
Pt: -0.501 0.618 0.430
C: 1.234 -3.126 3.526
N: 1.552 -1.706 3.587
C: 2.495 -1.112 4.403
C: 2.487 0.200 4.139
N: 1.524 0.423 3.143
C: 0.954 -0.776 2.823
S: -0.308 -1.170 1.766
C: 1.195 1.723 2.678
C: 2.080 2.759 2.934
C: 1.696 4.055 2.641
C: 0.431 4.287 2.131
C: -0.363 3.197 1.848
N: 0.017 1.928 2.070
H: 1.883 -3.651 4.219
H: 1.394 -3.492 2.513
H: 0.194 -3.289 3.803
H: 3.077 -1.678 5.107
H: 3.048 0.992 4.592
H: 3.056 2.566 3.350
H: 2.378 4.873 2.828
H: 0.074 5.285 1.924
H: -1.339 3.311 1.404
C: 1.529 0.099 -4.611
C: 0.388 -0.694 -4.662
C: -0.361 -0.934 -3.524
C: 0.017 -0.396 -2.284
C: 1.177 0.382 -2.241
C: 1.912 0.633 -3.392
N: -0.794 -0.568 -1.154
C: -1.489 -1.786 -0.979
C: -0.906 -3.019 -1.283
C: -1.602 -4.195 -1.065
C: -2.882 -4.172 -0.525
C: -3.463 -2.953 -0.208
C: -2.777 -1.770 -0.441
H: 2.111 0.284 -5.503
H: 0.072 -1.128 -5.602
H: -1.256 -1.541 -3.591
H: 1.518 0.783 -1.293
H: 2.806 1.240 -3.323
H: 0.097 -3.044 -1.689
H: -1.138 -5.142 -1.312
H: -3.420 -5.095 -0.355
H: -4.460 -2.919 0.211
H: -3.232 -0.817 -0.191
N: -1.105 3.630 -2.596
C: -1.353 2.493 -1.918
N: -2.137 1.569 -2.477
O: -0.870 2.364 -0.763
H: -1.560 3.845 -3.464
H: -0.576 4.347 -2.135
H: -2.405 1.637 -3.443
H: -2.100 0.649 -2.046

Calculated values
* 2S+1: 1
* gap between HOMO and LUMO: 6.105 eV
* HOMO: -0.3451 Eh
* charge: +1

Here is the molecule C22H23NO5 at a distorted geometry from OMol25. Energies are from ωB97M-V/def2-TZVPD.

Positions of all 51 atoms, in Å:
C: -5.329 -3.877 0.971
C: -4.149 -2.919 1.031
O: -4.082 -2.245 -0.210
C: -3.103 -1.327 -0.413
C: -3.099 -0.711 -1.667
C: -2.151 0.238 -1.979
C: -1.186 0.596 -1.044
N: -0.186 1.541 -1.381
C: 0.857 1.058 -2.283
C: 1.765 0.108 -1.550
C: 1.526 -1.256 -1.532
C: 2.346 -2.081 -0.788
C: 3.404 -1.583 -0.033
O: 4.099 -2.539 0.649
C: 5.341 -2.249 1.250
C: 3.632 -0.193 -0.026
O: 4.651 0.303 0.750
C: 4.889 1.689 0.736
C: 2.811 0.621 -0.793
C: 0.038 2.683 -0.683
O: 1.065 3.335 -0.798
C: -1.050 3.157 0.189
C: -0.984 4.148 1.136
C: -2.284 4.272 1.669
C: -3.046 3.359 1.004
O: -2.314 2.683 0.112
C: -1.179 -0.022 0.197
C: -2.132 -0.972 0.519
H: -5.187 -4.588 0.162
H: -5.416 -4.416 1.910
H: -6.246 -3.325 0.790
H: -4.289 -2.195 1.846
H: -3.218 -3.474 1.210
H: -3.857 -0.996 -2.378
H: -2.161 0.715 -2.948
H: 1.411 1.933 -2.627
H: 0.375 0.561 -3.127
H: 0.709 -1.676 -2.099
H: 2.186 -3.148 -0.768
H: 6.042 -1.814 0.535
H: 5.234 -1.577 2.103
H: 5.722 -3.212 1.590
H: 5.168 2.040 -0.263
H: 4.021 2.254 1.089
H: 5.724 1.845 1.418
H: 2.956 1.688 -0.799
H: -0.109 4.704 1.402
H: -2.607 4.947 2.435
H: -4.086 3.108 1.073
H: -0.420 0.245 0.918
H: -2.100 -1.432 1.494

Calculated values
* 2S+1: 1
* gap between HOMO and LUMO: 8.638 eV
* SMILES: CCOc1ccc(N(Cc2ccc(OC)c(OC)c2)C(=O)c2ccco2)cc1
* HOMO: -0.2902 Eh

Here is a structure of composition C22H24BIKN6O2S2 from OMol25. Energies are from ωB97M-V/def2-TZVPD.

Positions of all 59 atoms, in Å:
K: 0.047 1.786 1.175
C: 4.128 1.339 0.881
C: 3.634 -0.068 0.775
N: 4.367 -0.951 0.154
C: 3.912 -2.224 0.074
C: 2.677 -2.619 0.517
C: 2.330 -4.081 0.392
O: 1.406 -4.383 -0.656
C: 1.818 -1.666 1.133
C: 0.466 -2.060 1.443
N: -0.434 -1.410 2.101
C: -1.653 -2.093 2.264
C: -1.718 -3.486 2.421
C: -2.920 -4.154 2.565
C: -4.111 -3.444 2.577
C: -4.070 -2.064 2.486
C: -2.862 -1.391 2.353
I: -2.946 0.692 2.388
C: 2.343 -0.365 1.395
O: 1.766 0.523 2.070
H: 5.085 1.429 0.371
H: 4.231 1.640 1.925
H: 3.410 2.034 0.435
H: 4.592 -2.948 -0.366
H: 1.869 -4.459 1.306
H: 3.257 -4.644 0.236
H: 1.686 -3.881 -1.427
H: 0.205 -3.022 0.992
H: -0.798 -4.053 2.450
H: -2.921 -5.231 2.677
H: -5.060 -3.952 2.685
H: -4.988 -1.493 2.529
C: 0.895 -1.509 -2.713
N: 1.147 -0.101 -2.532
C: 2.287 0.590 -2.890
C: 2.079 1.870 -2.522
N: 0.832 1.975 -1.936
B: 0.458 3.404 -1.350
N: -1.077 3.587 -1.197
C: -1.929 3.382 -2.258
C: -3.183 3.695 -1.875
N: -3.095 4.098 -0.557
C: -4.191 4.537 0.272
C: -1.801 4.047 -0.148
S: -1.304 4.562 1.408
C: 0.261 0.746 -1.939
S: -1.241 0.220 -1.337
H: 1.799 -1.970 -3.110
H: 0.063 -1.662 -3.401
H: 0.621 -1.943 -1.752
H: 3.132 0.101 -3.339
H: 2.714 2.733 -2.603
H: 0.877 4.226 -2.127
H: 1.000 3.554 -0.283
H: -1.563 2.979 -3.185
H: -4.126 3.637 -2.388
H: -5.086 4.599 -0.344
H: -3.962 5.512 0.701
H: -4.355 3.832 1.087

Calculated values
* 2S+1: 1
* gap between HOMO and LUMO: 6.901 eV
* HOMO: -0.1665 Eh
* charge: -1

Here is a cluster of 2 separate species, C22H24BN2O in total at a distorted geometry from OMol25. Energies are from ωB97M-V/def2-TZVPD.

Positions of all 50 atoms, in Å:
C: -5.139 0.778 -2.964
O: -3.919 1.446 -3.159
C: -2.800 0.867 -2.554
C: -2.778 -0.313 -1.790
C: -1.607 -0.789 -1.255
C: -0.375 -0.116 -1.449
C: 0.880 -0.542 -0.941
C: 1.259 -1.825 -0.480
C: 2.552 -2.175 0.076
C: 3.694 -1.419 0.368
C: 4.795 -2.048 0.901
C: 4.786 -3.424 1.149
C: 3.682 -4.189 0.861
C: 2.554 -3.562 0.319
N: 1.306 -4.059 -0.089
C: 0.893 -5.457 -0.035
C: 0.546 -3.024 -0.565
C: -0.419 1.082 -2.197
C: -1.586 1.544 -2.737
H: -5.916 1.336 -3.489
H: -5.085 -0.227 -3.380
H: -5.382 0.750 -1.903
H: -3.695 -0.848 -1.614
H: -1.640 -1.658 -0.626
H: 1.671 0.189 -0.963
H: 3.693 -0.363 0.165
H: 5.675 -1.470 1.132
H: 5.661 -3.887 1.576
H: 3.682 -5.248 1.051
H: 1.684 -6.073 0.382
H: 0.012 -5.560 0.594
H: 0.663 -5.824 -1.032
H: -0.417 -3.156 -1.017
H: 0.494 1.622 -2.371
H: -1.602 2.442 -3.329
H: 1.243 1.637 1.277
B: 1.194 2.358 2.205
N: 0.005 3.267 2.114
C: -0.201 4.160 3.103
C: -1.278 5.009 3.058
C: -2.147 4.938 1.989
C: -1.925 4.019 0.984
C: -0.837 3.186 1.064
H: 1.128 1.706 3.182
H: 2.184 2.995 2.238
H: 0.494 4.190 3.923
H: -1.443 5.722 3.849
H: -2.997 5.598 1.940
H: -2.597 3.955 0.144
H: -0.642 2.458 0.298

Calculated values
* 2S+1: 1
* gap between HOMO and LUMO: 6.517 eV
* HOMO: -0.4186 Eh
* charge: +1

Calculated energy above the lowest of the compared OMol25 structures with the same formula, charge and spin, 567.7; 0.0; 61.8; 0.0; 0.0 kcal per mole (same order as the records).
Calculated lowest unoccupied orbital energy, -1.06; -3.29; 0.74; 2.37; -4.87 eV (same order as the records).